Record 1
Computed, not measured: the molecule C6H13NO at a distorted geometry, with the ωB97M-V functional and the def2-TZVPD basis.

Computed properties:
SMILES: CN/C(O)=C/C(C)C
Frontier orbital gap: 0.3215 Ha
Relative energy (zero: lowest compared OMol25 entry of this formula, charge and spin): 5.008 eV
Highest occupied orbital energy: -0.303 Ha
F_max: 9.2 eV/Å
Multiplicity: 1

Each line ends with the natural charge from an NBO analysis.
Cartesian coordinates (Å):
C1 1.491 0.335 -0.297  -0.203
C2 -3.031 -0.624 0.561  -0.412
C3 1.860 0.597 1.150  -0.617
C4 2.434 -0.621 -1.002  -0.619
N1 -2.421 -0.471 -0.729  -0.725
C5 -0.860 0.442 -0.594  0.481
C6 -0.112 -0.536 -0.313  -0.256
O1 -1.104 1.734 -0.526  -0.678
H1 -1.046 2.019 0.414  0.501
H2 -3.008 0.087 -1.342  0.339
H3 1.448 1.276 -0.853  0.201
H4 -0.042 -1.600 -0.292  0.250
H5 -2.513 -1.424 1.098  0.178
H6 -2.939 0.284 1.219  0.137
H7 -4.092 -0.887 0.480  0.196
H8 2.862 1.031 1.226  0.205
H9 1.876 -0.334 1.718  0.206
H10 1.155 1.281 1.623  0.195
H11 3.446 -0.207 -1.036  0.205
H12 2.484 -1.577 -0.479  0.199
H13 2.113 -0.803 -2.028  0.216

Atoms 1-6, force components in eV/Å:
C -1.7 -2.4 0.6
C 0.3 0.7 0.9
C 0.3 0.0 -0.2
C 0.2 0.2 0.1
N 2.0 1.7 -1.0
C -8.5 -3.5 -0.1

***

Record 2
Computed, not measured: the molecule C6H13NO, with the ωB97M-V functional and the def2-TZVPD basis.

Computed properties:
SMILES: [H]/N=C/CCC(C)(C)O
Frontier orbital gap: 0.3967 Ha
Relative energy (zero: lowest compared OMol25 entry of this formula, charge and spin): 0.971 eV
Highest occupied orbital energy: -0.361 Ha
F_max: 0.9 eV/Å
Multiplicity: 1

Each line ends with the natural charge from an NBO analysis.
Cartesian coordinates (Å):
C1 -0.916 0.365 0.237  0.258
C2 -0.122 -0.210 -0.954  -0.433
C3 1.266 0.413 -1.096  -0.487
C4 -2.313 -0.266 0.259  -0.626
C5 -0.206 0.104 1.563  -0.625
C6 2.355 -0.358 -0.426  0.162
O1 -1.023 1.779 0.113  -0.732
N1 2.174 -1.514 0.023  -0.651
H1 -1.544 1.977 -0.673  0.462
H2 2.988 -1.958 0.441  0.346
H3 -0.011 -1.285 -0.824  0.240
H4 -0.696 -0.027 -1.867  0.197
H5 1.544 0.489 -2.153  0.227
H6 1.255 1.433 -0.700  0.237
H7 3.319 0.175 -0.398  0.148
H8 -2.908 0.180 1.053  0.215
H9 -0.838 0.427 2.386  0.212
H10 -2.239 -1.335 0.434  0.215
H11 -2.824 -0.104 -0.689  0.199
H12 0.721 0.667 1.606  0.211
H13 0.019 -0.952 1.666  0.224

Atoms 1-6, force components in eV/Å:
C -0.1 -0.7 -0.1
C 0.1 0.3 0.2
C -0.4 -0.1 0.0
C 0.3 0.2 0.1
C -0.2 0.2 -0.3
C 0.5 0.5 -0.2

***

Record 3
Computed, not measured: the molecule C6H13NO at a distorted geometry, with the ωB97M-V functional and the def2-TZVPD basis.

Computed properties:
SMILES: CCCCCNC=O
Frontier orbital gap: 0.3867 Ha
Relative energy (zero: lowest compared OMol25 entry of this formula, charge and spin): 0.955 eV
Highest occupied orbital energy: -0.354 Ha
F_max: 2.4 eV/Å
Multiplicity: 1

Each line ends with the natural charge from an NBO analysis.
Cartesian coordinates (Å):
C1 0.156 -0.127 -1.425  -0.225
N1 -1.277 0.096 -1.570  -0.620
C2 -1.822 1.027 -2.367  0.516
O1 -3.028 1.186 -2.374  -0.612
C3 0.811 0.779 -0.352  -0.408
C4 0.065 0.726 1.004  -0.401
C5 -0.004 -0.653 1.631  -0.409
C6 1.333 -1.284 1.929  -0.634
H1 0.699 0.041 -2.357  0.203
H2 0.256 -1.200 -1.244  0.197
H3 -1.793 -0.450 -0.910  0.405
H4 -1.160 1.603 -3.010  0.122
H5 0.615 1.777 -0.754  0.203
H6 1.870 0.550 -0.251  0.209
H7 0.458 1.457 1.707  0.210
H8 -0.948 1.004 0.695  0.208
H9 -0.643 -0.577 2.519  0.209
H10 -0.569 -1.359 1.010  0.185
H11 2.123 -0.538 1.976  0.209
H12 1.318 -1.898 2.844  0.218
H13 1.540 -2.161 1.299  0.213

Atoms 1-6, force components in eV/Å:
C 0.4 -0.2 0.2
N 2.4 -0.2 -0.1
C -1.9 -0.6 0.7
O 0.0 0.6 -0.4
C -1.0 -0.3 0.2
C -0.2 -0.4 -1.4

***

Record 4
Computed, not measured: a 2-piece molecular cluster, C6H13NO overall at a distorted geometry, with the ωB97M-V functional and the def2-TZVPD basis.

Computed properties:
Frontier orbital gap (spin up / spin down): 0.2820 / 0.2552 Ha
Relative energy (zero: lowest compared OMol25 entry of this formula, charge and spin): 5.297 eV
Highest occupied orbital energy (spin up / spin down): -0.269 / -0.274 Ha
F_max: 3.0 eV/Å
Multiplicity: 1

Each line ends with the natural charge from an NBO analysis.
Cartesian coordinates (Å):
C1 0.708 -0.651 -0.136  0.246
C2 -1.282 -1.218 -0.640  0.100
C3 0.592 0.631 0.546  -0.450
C4 1.095 -1.858 0.679  -0.655
N1 1.286 -0.579 -1.413  -0.797
C5 -0.863 1.493 0.338  -0.477
C6 -0.798 2.867 0.588  -0.300
O1 -1.718 -0.319 -1.403  -0.605
H1 -1.043 1.196 -0.735  0.278
H2 0.918 0.183 -1.971  0.385
H3 1.214 -1.439 -1.944  0.372
H4 -1.717 -1.354 0.367  0.124
H5 -0.856 -2.136 -1.072  0.123
H6 0.672 0.522 1.624  0.219
H7 1.339 1.336 0.188  0.219
H8 -1.633 0.985 0.916  0.207
H9 0.984 -2.783 0.107  0.212
H10 2.141 -1.788 0.996  0.227
H11 0.475 -1.936 1.572  0.224
H12 -0.084 3.499 0.072  0.167
H13 -1.432 3.348 1.321  0.180

Atoms 1-6, force components in eV/Å:
C 0.1 -0.6 -0.7
C -0.4 0.4 -0.6
C -1.4 1.6 0.6
C 0.0 0.0 -0.1
N -0.3 -0.1 0.3
C 1.0 -2.6 -1.0

***

Record 5
Computed, not measured: the molecule C6H13NO at a distorted geometry, with the ωB97M-V functional and the def2-TZVPD basis.

Computed properties:
SMILES: CN1CCC[C@H]1CO
Frontier orbital gap: 0.3240 Ha
Relative energy (zero: lowest compared OMol25 entry of this formula, charge and spin): 4.191 eV
Highest occupied orbital energy: -0.291 Ha
F_max: 5.5 eV/Å
Multiplicity: 1

Each line ends with the natural charge from an NBO analysis.
Cartesian coordinates (Å):
C1 -1.356 -1.350 -1.157  -0.405
N1 -0.148 -0.524 -0.747  -0.466
C2 1.108 -1.104 -0.374  -0.203
C3 1.358 -0.971 1.175  -0.430
C4 0.341 0.094 1.517  -0.454
C5 -0.411 0.475 0.301  -0.042
C6 -0.260 1.870 -0.547  -0.057
O1 -1.185 2.763 0.003  -0.712
H1 -2.251 -1.118 -0.639  0.194
H2 -1.596 -1.410 -2.263  0.195
H3 -1.043 -2.410 -0.915  0.184
H4 1.977 -0.403 -0.911  0.156
H5 1.451 -2.070 -0.555  0.213
H6 1.177 -1.799 1.863  0.203
H7 2.412 -0.850 1.249  0.212
H8 -0.610 -0.122 2.044  0.235
H9 0.970 0.948 1.945  0.225
H10 -1.476 0.352 0.526  0.181
H11 -0.195 1.782 -1.595  0.171
H12 0.747 2.217 -0.411  0.138
H13 -1.011 3.629 -0.510  0.464

Atoms 1-6, force components in eV/Å:
C 3.0 -2.1 -0.8
N -1.4 -1.5 -0.2
C 2.8 2.4 0.1
C -1.7 -0.8 -0.9
C 1.3 2.9 1.5
C -1.4 1.8 -5.0

***

Record 6
Computed, not measured: the molecule C6H13NO at a distorted geometry, with the ωB97M-V functional and the def2-TZVPD basis.

Computed properties:
SMILES: CC(C)CNCC=O
Frontier orbital gap: 0.3720 Ha
Relative energy (zero: lowest compared OMol25 entry of this formula, charge and spin): 1.471 eV
Highest occupied orbital energy: -0.338 Ha
F_max: 1.1 eV/Å
Multiplicity: 1

Each line ends with the natural charge from an NBO analysis.
Cartesian coordinates (Å):
O1 0.853 3.555 -2.480  -0.521
C1 1.080 2.924 -1.480  0.435
C2 0.361 1.634 -1.172  -0.348
N1 0.732 1.124 0.147  -0.621
C3 0.823 -0.343 0.208  -0.208
C4 -0.505 -1.109 0.231  -0.240
C5 -0.211 -2.594 0.520  -0.601
C6 -1.453 -0.490 1.241  -0.621
H1 1.836 3.276 -0.756  0.119
H2 -0.716 1.707 -1.355  0.206
H3 0.742 0.911 -1.882  0.218
H4 0.037 1.437 0.816  0.355
H5 1.422 -0.589 1.089  0.192
H6 1.392 -0.588 -0.662  0.189
H7 -0.918 -1.123 -0.784  0.195
H8 0.631 -2.927 -0.086  0.209
H9 0.182 -2.705 1.538  0.200
H10 -1.130 -3.154 0.372  0.213
H11 -2.320 -1.111 1.444  0.218
H12 -1.826 0.456 0.840  0.203
H13 -1.012 -0.291 2.209  0.208

Atoms 1-6, force components in eV/Å:
O 0.1 0.0 0.1
C -0.5 0.5 -0.5
C 0.4 -0.4 0.7
N -0.5 0.0 0.0
C -0.4 0.9 0.4
C 0.9 -0.7 0.1